[1]
Below is C21H24N2O5S as an isolated structure in a non-equilibrium geometry, with properties calculated with ωB97M-V with the def2-TZVPD basis set.

Structure (XYZ):
```
53
Properties=species:S:1:pos:R:3:forces:R:3
S 3.9279 -0.7269 -1.0580 -1.3 -6.5 4.1
O -2.7140 -0.0855 -1.8816 -1.3 0.9 -2.5
O 4.3176 -2.2525 -0.9968 -1.6 5.8 0.7
O 4.3538 -0.0131 -2.1404 2.6 3.3 -4.5
O -3.9291 -3.0488 1.1666 1.8 -5.0 2.4
O -6.0747 -2.4309 1.1922 3.8 1.0 -0.7
N -2.5898 -1.0165 0.0218 -3.6 -3.3 3.9
N 4.3302 0.1920 0.3856 2.1 -13.9 -1.6
C -1.9939 -0.5962 -1.0543 -4.5 2.1 -2.2
C 2.1377 -0.5885 -1.1431 2.6 -10.3 4.8
C -2.4440 1.6834 0.9689 -2.5 7.3 -5.1
C 1.4194 -1.9874 -0.5445 -4.8 13.8 -5.4
C -3.8970 1.6009 0.5172 7.7 -8.3 10.6
C 4.7036 -0.0453 2.8025 5.7 -4.8 -4.7
C 4.8641 2.0450 1.7963 4.3 5.7 -14.4
C -4.1307 -1.1039 0.1322 1.4 3.2 5.6
C 0.0907 0.3259 -1.5576 -0.8 16.1 -7.6
C -4.4744 0.4792 1.2439 -0.8 -4.7 1.6
C 4.0574 -0.8048 1.7206 -6.2 15.2 -1.4
C -4.4662 2.0757 -0.4297 -6.4 10.4 -7.5
C -4.8581 -2.2472 0.9348 -3.8 3.8 -2.8
C 0.1086 -1.7457 -0.5148 1.7 3.6 -3.3
C 4.0489 1.4121 0.2459 -4.9 2.7 14.9
C -3.8621 3.4186 -0.9066 -4.3 -3.0 -4.2
C 4.5525 1.3697 2.8711 3.0 -2.1 6.8
C 1.3597 0.2982 -1.5440 8.9 7.2 -5.0
C -2.5813 3.6434 -0.7754 1.4 -1.8 5.3
C -0.6574 -0.5080 -1.2836 -3.5 -17.1 9.1
C -1.9418 2.8849 0.4124 3.7 -0.3 -2.3
H -4.5796 -0.7610 -0.6961 -1.4 0.7 -3.1
H -4.4792 3.9019 -1.7638 1.1 -0.4 1.8
H 4.6749 3.1837 1.4971 0.5 -2.3 1.9
H -5.6256 2.0899 -0.4043 2.0 -0.7 -0.8
H 1.9902 -2.6002 -0.2113 6.4 -7.9 4.0
H -5.5562 0.4483 1.5137 0.6 0.2 -0.9
H -2.1244 4.5382 -1.0277 1.0 1.4 -0.9
H 4.0687 -1.7043 1.6126 1.8 -10.4 -1.9
H -0.7420 3.2742 0.4580 -3.4 -1.4 0.6
H 2.9785 1.6410 0.5663 0.2 0.0 -0.3
H 6.0517 1.7544 1.3191 -3.2 1.1 1.9
H -0.4845 1.2976 -2.1089 1.7 -2.2 1.6
H -1.9638 1.2163 1.7279 0.9 -1.7 2.1
H -0.3322 -2.5423 -0.1891 -4.0 -4.3 2.0
H -3.9822 0.1840 2.2596 -0.4 0.7 -1.9
H -4.4153 -3.8144 1.5725 0.9 0.1 0.0
H 1.9848 1.0964 -2.2406 -1.7 -1.3 2.1
H 3.6102 1.3879 3.1763 -4.4 1.6 1.9
H 4.1529 1.8897 -0.5047 2.7 5.8 -9.7
H 4.4631 -0.6370 3.5582 -1.0 -1.6 4.5
H 5.3585 1.6707 3.6321 -1.7 0.0 -0.1
H 2.8076 -0.6752 1.8361 2.7 0.0 -0.2
H -2.1369 -1.4738 0.7920 0.4 0.0 -0.1
H 5.8232 -0.4881 2.5112 -1.8 1.9 1.2
```
Positions in Å, forces in eV/Å.

- Net charge: 0

[2]
Below is one molecule with the formula C21H24N2O5S in a non-equilibrium geometry, with properties calculated with ωB97M-V with the def2-TZVPD basis set.

Structure (XYZ):
```
53
Properties=species:S:1:pos:R:3:forces:R:3
S -1.4936 0.2350 -2.6172 -0.4 0.3 0.1
O 3.7365 1.3209 0.9486 0.1 0.1 0.1
O 0.1636 1.1563 2.2836 0.0 -0.2 -0.1
O -0.8487 3.4641 -0.6356 0.1 0.0 0.1
O 2.1232 3.4193 -0.0139 0.0 0.0 0.1
O -3.0695 -2.9127 0.4275 0.2 0.1 -0.1
N 1.9811 -0.0652 0.3589 0.0 0.0 -0.1
N 4.0704 -2.3955 -0.6967 -0.1 -0.1 0.0
C -1.2512 -1.4602 0.2233 -0.1 -0.1 0.2
C 2.4495 -1.3303 0.8638 0.1 -0.3 0.0
C 0.5630 1.5904 -0.4493 0.9 0.5 0.1
C -0.6660 2.2781 -0.8337 0.0 0.1 0.0
C -4.1972 -3.3774 1.1286 -0.1 -0.1 0.1
C 2.6996 -2.3853 -0.2238 0.1 0.1 0.3
C -3.1741 -0.0994 -2.6920 0.4 0.0 0.0
C -2.6054 -1.2804 2.1875 -0.2 -0.3 -0.2
C -0.6999 0.1776 1.8983 -0.2 -0.2 0.0
C 4.3186 -3.5502 -1.5343 0.0 0.0 0.1
C 0.6650 0.0953 -0.2270 -0.2 0.0 0.0
C 4.4399 -1.1678 -1.3712 0.0 0.0 0.1
C 1.7151 2.1615 -0.0254 -0.5 -0.3 -0.4
C -1.7466 1.4509 -1.4088 -0.4 -0.2 -0.5
C -0.1096 1.8803 3.4586 0.0 0.1 0.2
C -2.3417 -1.8980 0.9747 0.1 0.1 0.1
C -3.8895 0.6793 -1.8394 -0.1 -0.1 -0.1
C -3.0769 1.5780 -1.1214 0.4 0.1 0.1
C -1.7839 -0.2606 2.6442 0.3 0.4 0.1
C -0.4486 -0.4237 0.6531 0.1 0.0 0.2
C 2.6243 1.1061 0.4973 0.1 0.0 0.0
H -4.6219 -4.1679 0.5121 0.0 0.0 0.1
H 4.1003 -4.4575 -0.9722 0.0 -0.1 0.0
H -3.4429 -1.5780 2.7976 -0.1 -0.1 0.0
H -0.0692 1.2396 4.3455 0.0 0.0 0.0
H 0.6286 -0.4416 -1.1842 0.0 0.0 0.2
H -3.4442 2.2876 -0.4024 0.0 0.2 0.1
H 2.5032 -3.3690 0.2100 -0.1 0.0 -0.1
H 4.4250 -0.3425 -0.6653 0.0 0.1 0.0
H 1.7019 -1.7141 1.5665 0.1 0.0 0.0
H 3.0233 3.4252 0.3643 -0.1 -0.1 0.0
H -3.5297 -0.8507 -3.3688 -0.1 -0.1 -0.1
H 3.3808 -1.1396 1.4010 -0.1 0.0 0.0
H 1.9807 -2.2362 -1.0509 0.0 -0.1 0.0
H -1.0619 -1.9458 -0.7210 0.0 0.0 -0.1
H -4.9580 0.6229 -1.7342 -0.2 0.0 0.0
H 0.6737 2.6335 3.5228 -0.1 0.0 0.1
H -2.0107 0.1919 3.5961 0.0 0.1 0.1
H -4.9408 -2.5852 1.2633 0.0 0.0 0.0
H -1.0833 2.3762 3.4051 0.0 0.0 0.0
H 3.7097 -3.5519 -2.4528 0.0 0.0 0.0
H -3.9231 -3.7892 2.1053 0.0 0.0 0.0
H 3.7739 -0.9319 -2.2172 0.0 0.0 -0.1
H 5.3699 -3.5637 -1.8159 0.0 -0.1 -0.1
H 5.4559 -1.2673 -1.7487 0.0 0.0 0.0
```
Positions in Å, forces in eV/Å.

- Net charge: 0

[3]
Below is one molecule with the formula C21H24N2O5S, with properties calculated with ωB97M-V with the def2-TZVPD basis set.

Structure (XYZ):
```
53
Properties=species:S:1:pos:R:3:forces:R:3
S -4.0790 0.5882 0.3052 -0.1 0.1 0.0
O 4.2814 1.0640 1.1127 -0.1 -0.3 0.1
O 2.2715 2.7633 -1.3072 0.0 0.1 -0.2
O -4.7183 1.5119 -0.5860 0.3 0.0 -0.2
O -4.6168 0.4184 1.6204 0.3 -0.1 0.0
O 2.9528 -0.1529 -1.0252 0.5 -0.1 0.4
N -4.1059 -0.9015 -0.4544 -0.2 0.8 0.5
N 1.7366 1.7274 0.6666 0.1 0.0 0.6
C -1.7539 1.8061 -0.5200 0.0 0.0 0.1
C 3.9561 -0.8435 -0.4051 -0.1 0.2 0.1
C -0.2550 0.7610 1.5652 0.0 0.0 -0.1
C -3.9225 -0.8939 -1.8914 -0.1 0.2 -0.6
C 2.3457 -0.6926 -2.1735 -0.2 -0.1 -0.2
C -3.5115 -2.0159 0.2546 0.2 -0.3 0.4
C 4.3522 -2.1284 -0.7531 -0.1 0.1 -0.1
C 0.3650 1.5296 0.5767 -0.3 0.0 -0.1
C -3.4946 -2.5161 2.6908 0.0 -0.1 0.0
C -0.3985 2.0700 -0.4596 0.0 0.0 -0.1
C 4.0515 2.0722 0.1483 0.1 0.4 -0.3
C -2.0780 -1.9667 -3.1780 0.1 0.0 -0.1
C 2.5860 2.2191 -0.2754 0.4 -0.1 0.3
C 5.5836 -0.8767 1.3777 -0.2 0.2 -0.1
C 4.6005 -0.2036 0.6688 0.1 -0.1 -0.1
C 5.9538 -2.1643 1.0325 0.0 -0.1 0.0
C -4.1583 -2.2285 1.5872 0.1 -0.3 0.0
C 5.3437 -2.7827 -0.0414 0.0 0.0 0.0
C -1.6120 0.5098 1.5024 0.1 0.0 0.1
C -2.4950 -1.0482 -2.3267 -0.1 0.0 0.1
C -2.3488 1.0216 0.4506 -0.8 -0.1 -0.1
H 0.3346 0.3611 2.3778 0.0 0.0 0.1
H 4.6607 1.9276 -0.7487 -0.1 0.0 0.1
H -3.9981 -2.6892 3.6251 -0.2 0.0 0.2
H 5.6297 -3.7821 -0.3309 0.0 -0.1 0.0
H 2.1977 1.2793 1.4520 -0.1 0.1 -0.2
H -5.2343 -2.1513 1.5860 -0.2 0.0 0.1
H 4.3563 3.0119 0.6237 0.0 -0.1 -0.1
H -1.0470 -2.0402 -3.4807 0.2 0.0 0.0
H -4.3173 0.0685 -2.2273 0.0 -0.2 -0.2
H 1.6642 0.0813 -2.5239 0.0 -0.1 0.0
H 6.0493 -0.3646 2.2047 0.0 0.1 0.1
H 3.0813 -0.9085 -2.9536 0.0 0.0 0.0
H -1.7977 -0.3452 -1.8903 0.2 0.0 0.0
H -2.1193 -0.0642 2.2617 0.0 -0.1 0.2
H 6.7213 -2.6725 1.5944 0.1 0.0 0.1
H -2.4234 -1.8902 0.3704 -0.1 -0.1 0.0
H -2.7572 -2.6748 -3.6243 -0.2 -0.2 -0.1
H -2.4184 -2.5927 2.7058 0.2 0.0 -0.1
H 3.8753 -2.6330 -1.5780 -0.1 0.0 -0.1
H -4.5350 -1.6931 -2.3240 0.0 0.1 0.0
H 0.0797 2.6788 -1.2085 0.0 0.0 0.0
H 1.7803 -1.5999 -1.9370 0.0 0.0 0.0
H -3.6799 -2.9072 -0.3631 0.1 0.2 0.0
H -2.3680 2.2114 -1.3089 0.0 0.1 -0.1
```
Positions in Å, forces in eV/Å.

- Net charge: 0

What did we get for HOMO-LUMO gap? Answer: 0.319; 0.302; 0.343 Eh, in the order shown.
What did we get for energy relative to the best compared isomer or geometry (same formula, charge and spin)? Answer: 24.393; 2.921; 4.001 eV, in the order shown.